Entry i
C4H10S in the gas phase. Source: the OMol25 dataset; level of theory: ωB97M-V with the def2-TZVPD basis set.

Values from the calculation:
**SMILES**: CSC(C)C
**Kohn-Sham gap**: 9.607 eV

Structure (XYZ):
```
15
C4H10S | the OMol25 dataset | ωB97M-V with the def2-TZVPD basis set
C 0.12 1.79 1.62
S 0.78 1.41 -0.07
C -0.06 -0.18 -0.35
C -0.74 -0.32 -1.77
C 0.68 -1.55 0.04
H 0.64 1.14 2.31
H 0.38 2.84 1.85
H -1.02 1.68 1.84
H -0.81 -0.01 0.57
H -1.25 0.56 -2.17
H -1.47 -1.16 -1.84
H 0.04 -0.55 -2.54
H 1.34 -1.37 0.92
H 0.01 -2.37 0.34
H 1.36 -1.93 -0.77
```

=====

Entry ii
2 unconnected molecules or ions with the total composition C4H10S. Source: the OMol25 dataset; level of theory: ωB97M-V with the def2-TZVPD basis set.

Values from the calculation:
**SMILES**: C=CC.CS
**Kohn-Sham gap**: 10.016 eV

Structure (XYZ):
```
15
C4H10S | the OMol25 dataset | ωB97M-V with the def2-TZVPD basis set
C 2.44 1.40 0.91
C 2.18 1.12 -0.36
C 2.30 -0.26 -0.98
H 2.29 2.42 1.22
H 2.83 0.71 1.64
H 1.85 1.94 -0.99
H 3.35 -0.54 -1.09
H 1.88 -1.01 -0.30
H 1.77 -0.33 -1.93
C -2.61 0.42 0.02
S -1.90 -1.24 0.19
H -3.10 0.75 0.93
H -1.83 1.10 -0.29
H -3.31 0.36 -0.82
H -0.76 -0.88 0.79
```

=====

Stability check: which of them is most stable? entry i.

=====

Entry i
C4H10S in the gas phase. Source: the OMol25 dataset; level of theory: ωB97M-V with the def2-TZVPD basis set.

Values from the calculation:
**SMILES**: CC[C@H](C)S
**Kohn-Sham gap**: 9.875 eV

Structure (XYZ):
```
15
C4H10S | the OMol25 dataset | ωB97M-V with the def2-TZVPD basis set
C -2.40 -0.41 0.16
C -0.99 -0.68 -0.33
C 0.01 0.18 0.40
C -0.03 1.73 -0.14
S 1.76 -0.46 -0.07
H -2.44 -0.66 1.24
H -2.98 -1.27 -0.34
H -2.88 0.61 -0.04
H -0.64 -1.77 -0.46
H -0.96 -0.35 -1.38
H -0.12 0.26 1.50
H 0.26 1.73 -1.13
H 0.51 2.39 0.46
H -1.07 2.03 -0.23
H 2.52 -0.51 1.03
```

=====

Entry ii
C4H10S in the gas phase. Source: the OMol25 dataset; level of theory: ωB97M-V with the def2-TZVPD basis set.

Values from the calculation:
**SMILES**: CCCCS
**Kohn-Sham gap**: 10.039 eV

Structure (XYZ):
```
15
C4H10S | the OMol25 dataset | ωB97M-V with the def2-TZVPD basis set
C -0.22 -1.72 -1.75
C -0.89 -0.36 -1.75
C -0.33 0.71 -0.77
C -0.39 0.17 0.65
S 0.97 0.61 1.80
H 0.82 -1.68 -1.43
H -0.72 -2.41 -1.06
H -0.30 -2.15 -2.72
H -1.97 -0.42 -1.56
H -0.90 0.06 -2.77
H -0.93 1.60 -0.95
H 0.70 0.89 -1.09
H -0.30 -0.90 0.67
H -1.31 0.49 1.13
H 0.93 1.95 1.77
```

=====

Stability check: which of them is most stable? entry ii.

=====

Entry i
C7H17BO2 in the gas phase. Source: the OMol25 dataset; level of theory: ωB97M-V with the def2-TZVPD basis set.

Values from the calculation:
**SMILES**: CCC[C@@](O)(CC)B(C)O
**Kohn-Sham gap**: 9.570 eV

Structure (XYZ):
```
27
C7H17BO2 | the OMol25 dataset | ωB97M-V with the def2-TZVPD basis set
C -3.19 1.36 0.50
C -2.05 0.36 0.87
C -1.29 0.23 -0.45
C 0.21 -0.59 -0.28
O -0.07 -1.95 0.17
C 0.84 -0.71 -1.70
C 2.13 -1.53 -1.72
B 1.00 0.03 1.00
C 1.87 1.40 0.85
O 1.06 -0.71 2.10
H -2.99 2.05 -0.23
H -3.50 1.88 1.35
H -4.20 0.77 0.29
H -2.30 -0.60 1.20
H -1.47 0.87 1.73
H -0.94 1.15 -0.99
H -1.77 -0.30 -1.18
H 0.39 -2.30 0.92
H 0.79 0.28 -2.04
H 0.22 -1.27 -2.30
H 2.38 -1.72 -2.67
H 2.89 -0.85 -1.25
H 1.97 -2.57 -1.25
H 1.29 2.20 0.69
H 2.58 1.28 -0.09
H 2.41 1.79 1.76
H 1.72 -0.56 2.71
```

=====

Entry ii
C7H17BO2 in the gas phase. Source: the OMol25 dataset; level of theory: ωB97M-V with the def2-TZVPD basis set.

Values from the calculation:
**Kohn-Sham gap**: 9.441 eV

Structure (XYZ):
```
27
C7H17BO2 | the OMol25 dataset | ωB97M-V with the def2-TZVPD basis set
B -0.87 -0.11 0.29
C -1.61 -0.03 -1.12
C 2.53 -2.09 -0.71
C -0.07 3.19 0.75
C 1.00 -1.91 -0.46
C -1.44 2.43 1.08
C 0.87 -0.57 0.18
C -1.62 0.98 1.26
O -1.25 -1.54 1.16
O -2.47 0.51 2.01
H -1.28 -0.73 -1.93
H -1.40 0.96 -1.50
H -2.73 -0.26 -1.08
H 3.08 -1.72 0.16
H 2.88 -1.35 -1.54
H 2.98 -3.14 -0.83
H 0.40 2.40 0.17
H -0.19 4.11 0.10
H 0.61 3.50 1.49
H 0.68 -2.76 0.30
H 0.33 -2.03 -1.33
H -2.06 3.03 1.81
H -2.00 2.62 0.16
H 1.34 0.06 -0.59
H 1.46 -0.40 1.12
H -1.93 -2.09 0.69
H -1.53 -1.03 1.92
```

=====

Stability check: which of them is most stable? entry i.

=====

Entry i
C7H6O3 in the gas phase. Source: the OMol25 dataset; level of theory: ωB97M-V with the def2-TZVPD basis set.

Values from the calculation:
**SMILES**: O=Cc1ccc(O)cc1O
**Kohn-Sham gap**: 8.700 eV

Structure (XYZ):
```
16
C7H6O3 | the OMol25 dataset | ωB97M-V with the def2-TZVPD basis set
O 0.83 1.28 2.76
C 1.43 0.78 1.78
C 0.75 0.38 0.66
C 1.31 -0.58 -0.28
C 0.58 -1.12 -1.32
C -0.73 -0.67 -1.52
O -1.51 -1.29 -2.43
C -1.47 0.04 -0.52
C -0.72 0.72 0.59
O -1.26 1.43 1.54
H 2.54 0.53 1.85
H 2.42 -0.97 -0.16
H 1.10 -1.65 -2.14
H -2.26 -0.62 -2.39
H -2.58 0.31 -0.55
H -0.41 1.44 2.14
```

=====

Entry ii
C7H6O3 in the gas phase. Source: the OMol25 dataset; level of theory: ωB97M-V with the def2-TZVPD basis set.

Values from the calculation:
**Kohn-Sham gap (spin up / spin down)**: 7.840 / 6.114 eV

Structure (XYZ):
```
16
C7H6O3 | the OMol25 dataset | ωB97M-V with the def2-TZVPD basis set
C 3.78 -0.20 0.05
C 2.78 0.84 -0.17
C 4.04 1.31 -0.28
C 4.47 -1.26 0.23
C 0.42 0.47 0.11
C 0.31 -0.98 0.52
C -0.81 1.14 0.01
O 4.90 2.12 -0.33
O 5.14 -2.27 0.24
O 1.49 1.16 -0.14
H 0.67 -0.95 1.48
H 0.79 -1.68 -0.10
H -0.78 -1.17 0.62
H -1.23 1.25 1.04
H -1.53 0.61 -0.74
H -0.72 2.19 -0.32
```

=====

Stability check: which of them is most stable? entry i.

=====

Entry i
A gas-phase ion, C5H10N3O5P (charge -2). Source: the OMol25 dataset; level of theory: ωB97M-V with the def2-TZVPD basis set.

Values from the calculation:
**Charge**: -2
**SMILES**: [H]/N=C\N(CCNCC(=O)[O-])[P@@](=O)([O-])O
**Kohn-Sham gap**: 7.995 eV

Structure (XYZ):
```
24
C5H10N3O5P | the OMol25 dataset | ωB97M-V with the def2-TZVPD basis set
H 0.99 2.28 -1.20
N 0.66 2.30 -0.25
C 0.74 1.18 0.31
N 1.49 0.01 -0.41
C 0.96 -1.36 -0.32
C -0.63 -1.35 -0.14
N -1.16 -0.01 -0.25
C -2.35 0.24 0.54
C -3.71 0.07 -0.19
O -3.82 -0.23 -1.39
O -4.77 0.26 0.52
P 3.18 -0.02 0.00
O 3.41 -0.60 1.41
O 3.99 -0.61 -1.09
O 3.53 1.54 0.14
H 0.43 0.96 1.36
H 1.42 -2.07 0.40
H 1.19 -1.69 -1.27
H -1.13 -2.15 -0.66
H -0.77 -1.79 0.87
H -1.29 0.17 -1.20
H -2.51 -0.51 1.42
H -2.45 1.20 1.03
H 2.62 2.16 0.36
```

=====

Entry ii
A gas-phase ion, C5H10N3O5P (charge -2). Source: the OMol25 dataset; level of theory: ωB97M-V with the def2-TZVPD basis set.

Values from the calculation:
**Charge**: -2
**Kohn-Sham gap**: 7.375 eV

Structure (XYZ):
```
24
C5H10N3O5P | the OMol25 dataset | ωB97M-V with the def2-TZVPD basis set
C -1.84 -1.63 -3.18
C -0.02 1.94 0.10
C -0.60 -0.96 -2.43
C -0.97 0.10 -1.40
C 0.26 0.61 -0.62
N 2.60 1.00 2.92
N -0.46 -0.09 2.88
N 0.66 -0.30 0.41
O -1.55 -2.15 -4.27
O 0.20 1.90 1.36
O -2.93 -1.61 -2.60
O -0.42 2.92 -0.51
O 1.60 -1.37 2.38
P 0.98 0.13 1.99
H 0.06 -0.55 -3.20
H -0.07 -1.78 -1.94
H -1.43 0.95 -1.90
H -1.69 -0.32 -0.70
H 1.07 0.80 -1.34
H 2.46 2.00 2.77
H -0.23 0.08 3.85
H -1.15 0.60 2.58
H 1.06 -1.18 0.12
H 2.43 -1.08 2.76
```

=====

Stability check: which of them is most stable? entry ii.